No. 1
{
  "formula": "C4H12N2O2",
  "method": "wB97M-V/def2-TZVPD",
  "elements": ["O", "O", "N", "N", "C", "C", "C", "C", "H", "H", "H", "H", "H", "H", "H", "H", "H", "H", "H", "H"],
  "positions_angstrom": [[0.354937, 0.190295, -1.351903], [0.902188, -1.789623, -0.382481], [0.110086, 2.423715, -0.302343], [2.269232, -1.318442, -0.329042], [-0.923917, 2.167568, 0.430364], [-0.016638, -0.139130, 1.334106], [-1.376338, -1.353104, -0.703291], [-0.005508, -0.723200, -0.497823], [-1.582957, -2.108135, 0.052097], [-1.715153, 1.580820, -0.009040], [-0.697241, 0.447986, 1.950998], [0.413363, 1.467280, -0.942615], [-2.145141, -0.583812, -0.670903], [1.026832, 0.141968, 1.464372], [-1.105171, 2.685327, 1.364107], [0.841666, 2.996008, 0.106288], [-0.175699, -1.146853, 1.709520], [-1.395553, -1.822820, -1.688256], [2.442571, -0.920300, -1.253782], [2.778440, -2.195547, -0.280373]],
  "forces_ev_per_a": [[0.309, 1.450, -0.314], [0.325, -0.150, -0.123], [-0.361, -0.577, 0.893], [-0.411, 0.132, 0.003], [0.756, 1.003, -1.093], [0.305, -1.526, -1.648], [0.318, -0.077, -0.174], [-0.497, 0.752, 2.563], [-0.003, 0.012, 0.031], [0.069, -0.335, 0.083], [-0.118, 0.468, -0.372], [-0.558, -1.099, -0.432], [-0.013, 0.030, 0.014], [-0.071, 0.132, 0.217], [0.051, -0.044, 0.065], [-0.157, 0.028, 0.117], [0.244, -0.128, 0.162], [-0.045, 0.002, -0.027], [-0.082, -0.093, 0.074], [-0.062, 0.020, -0.042]],
  "homo_ev": -7.81,
  "homo_lumo_gap_ev": 7.83,
  "lumo_ev": 0.03,
  "total_energy_ev": -11413.244
}

---

No. 2
{
  "formula": "C17H19N5O5",
  "method": "wB97M-V/def2-TZVPD",
  "elements": ["O", "O", "O", "O", "O", "N", "N", "N", "N", "N", "C", "C", "C", "C", "C", "C", "C", "C", "C", "C", "C", "C", "C", "C", "C", "C", "C", "H", "H", "H", "H", "H", "H", "H", "H", "H", "H", "H", "H", "H", "H", "H", "H", "H", "H", "H"],
  "positions_angstrom": [[0.359941, 2.424267, -1.943790], [-0.187394, 1.537851, 0.727018], [-2.507272, 3.819237, 0.901174], [-3.717025, 1.591900, 0.196948], [-2.009796, -4.891507, -0.554464], [0.807103, -0.830038, 1.769303], [-0.399783, -2.546245, 0.705167], [-1.310684, -0.491647, 0.692244], [-3.448199, -1.044824, -0.369631], [-3.594381, -3.311365, -0.925954], [-1.837452, 3.069517, -0.071073], [3.011554, -1.144783, 0.665397], [-2.213241, -1.344528, 0.101441], [-1.625477, -2.607584, 0.111057], [2.648244, -0.250085, -0.330364], [-2.365005, 1.623248, -0.124625], [-0.238539, -1.295121, 1.055424], [2.050072, -1.568130, 1.751887], [5.199666, -1.308916, -0.327393], [-4.084772, -2.055920, -0.864961], [4.298411, -1.671112, 0.656149], [-1.444617, 0.925526, 0.903013], [4.828819, -0.411250, -1.315434], [-2.327440, -3.731252, -0.447301], [0.621746, 3.199331, -0.805204], [3.550699, 0.117408, -1.314652], [-0.363013, 2.903074, 0.330936], [5.533099, -0.126811, -2.082733], [-5.076585, -1.883427, -1.256939], [-1.923978, 3.551392, -1.054249], [6.195330, -1.727217, -0.323997], [1.786004, -2.620577, 1.615761], [-3.424318, 3.507537, 0.914418], [-4.015580, 0.672819, 0.044699], [4.589299, -2.371447, 1.425672], [-4.155006, -4.050740, -1.332598], [3.253813, 0.817436, -2.082483], [0.886332, 0.176085, 1.826002], [1.652179, 0.166922, -0.338424], [0.454528, 1.494349, -1.702115], [0.522012, 4.242367, -1.108557], [2.529947, -1.451487, 2.729270], [-2.169462, 1.193728, -1.117270], [-0.155857, 3.555687, 1.187795], [1.642793, 3.025798, -0.439424], [-1.826727, 1.120534, 1.922871]],
  "forces_ev_per_a": [[-0.145, -0.369, -0.344], [0.130, -0.339, -0.132], [-0.240, 0.091, 0.395], [-0.287, 0.176, 0.131], [0.161, -0.189, 0.036], [0.335, 0.557, 0.322], [0.456, -0.123, 0.093], [0.310, -0.228, -0.080], [-0.196, 0.258, 0.002], [-0.157, 0.093, -0.047], [0.188, -0.325, -0.444], [-0.026, 0.021, -0.025], [0.098, -1.246, -0.208], [-0.287, 0.982, 0.049], [-0.029, -0.030, 0.039], [0.464, 0.022, 0.081], [-0.536, -0.514, -0.175], [0.015, -0.210, 0.152], [0.061, -0.051, 0.028], [-0.101, 0.119, -0.040], [-0.078, 0.042, -0.006], [-0.611, 0.585, 0.246], [0.032, 0.058, -0.095], [-0.010, 0.075, -0.001], [-0.040, -0.066, 0.682], [0.071, 0.022, -0.073], [-0.017, 0.636, -0.371], [0.062, 0.022, -0.062], [-0.090, -0.164, -0.070], [0.038, -0.116, 0.110], [0.084, -0.035, 0.003], [0.114, 0.097, 0.125], [0.049, 0.048, 0.011], [0.097, 0.062, -0.086], [0.056, -0.089, 0.098], [0.078, 0.116, 0.061], [-0.032, 0.063, -0.071], [-0.019, -0.118, -0.080], [-0.100, 0.032, 0.042], [0.021, 0.063, -0.029], [0.031, -0.007, 0.109], [-0.030, -0.106, -0.114], [0.057, 0.077, 0.115], [-0.036, -0.043, -0.113], [-0.051, 0.101, -0.021], [0.111, -0.050, -0.246]],
  "homo_ev": -7.92,
  "homo_lumo_gap_ev": 8.41,
  "lumo_ev": 0.49,
  "total_energy_ev": -35626.340,
  "smiles": "O=c1[nH]cnc2c1nc(NCc1ccccc1)n2[C@H]1O[C@@H](CO)[C@H](O)[C@@H]1O"
}

---

No. 3
{
  "formula": "C28H54N2O19P4S2",
  "method": "wB97M-V/def2-TZVPD",
  "elements": ["S", "S", "P", "P", "P", "P", "O", "O", "O", "O", "O", "O", "O", "O", "O", "O", "O", "O", "O", "O", "O", "O", "O", "O", "O", "N", "N", "C", "C", "C", "C", "C", "C", "C", "C", "C", "C", "C", "C", "C", "C", "C", "C", "C", "C", "C", "C", "C", "C", "C", "C", "C", "C", "C", "C", "H", "H", "H", "H", "H", "H", "H", "H", "H", "H", "H", "H", "H", "H", "H", "H", "H", "H", "H", "H", "H", "H", "H", "H", "H", "H", "H", "H", "H", "H", "H", "H", "H", "H", "H", "H", "H", "H", "H", "H", "H", "H", "H", "H", "H", "H", "H", "H", "H", "H", "H", "H", "H", "H"],
  "positions_angstrom": [[0.684084, -1.762821, -2.201214], [-2.096299, -2.291946, -1.613517], [-1.891995, -7.312828, 0.342449], [-2.700956, 8.037349, -1.263262], [4.008130, 0.035221, 1.920587], [6.995926, -1.588814, 7.526399], [2.643341, 0.241094, 1.377535], [-2.770962, -0.951693, -6.380279], [-1.216679, -5.823642, 0.254173], [-3.342248, -7.060537, 0.314190], [-3.994700, 8.540072, -0.774998], [8.326274, -0.668820, 7.771526], [-3.207900, 1.082478, -7.258654], [-1.585089, 9.162013, -0.869346], [-2.452951, 8.282699, -2.843138], [-1.673295, -8.856492, -0.140116], [-1.336885, -7.645406, 1.824614], [4.097556, -1.148346, 3.019991], [4.677765, -0.975840, 0.799976], [4.034241, 1.214744, 3.082594], [5.698804, -2.306522, 8.238474], [-2.919865, 6.421331, -1.396321], [-1.717429, 0.837143, -5.604949], [6.518148, -1.273293, 6.169563], [7.907785, -2.924097, 7.611360], [-0.958658, 0.245541, -2.027303], [-1.695615, 2.298825, -2.311523], [-6.553772, 0.712199, -4.893792], [7.494114, -4.073736, 6.874937], [-0.791990, -1.146027, -1.977354], [5.689687, -2.439921, 9.675237], [-0.887981, -9.110353, -1.325918], [0.027219, 1.093247, -1.568241], [-5.568644, 0.997603, -5.820637], [5.298150, 1.563717, 3.689345], [-3.533302, 8.033127, -3.737510], [-6.734791, 1.580191, -3.834869], [-6.227404, 3.626688, -2.548743], [-4.976685, 2.997019, -4.660671], [-5.959238, 2.726137, -3.721039], [-2.518177, 0.375400, -6.355610], [-3.685555, 2.332967, -6.754604], [0.189746, -5.794645, -0.098589], [-0.505034, 8.789631, 0.014403], [-2.767449, -2.353848, -4.355338], [-3.510343, -1.312926, -5.199255], [-1.990788, 1.046231, -2.463857], [-0.434175, 2.347493, -1.756167], [-1.752178, 5.574565, -1.513881], [8.323254, 0.292862, 8.850991], [-1.815960, -6.859007, 2.912668], [5.842199, -0.537695, 0.067417], [3.079359, -1.246555, 4.010909], [-4.758521, 2.118978, -5.712279], [-3.346781, -2.304895, -2.927926], [8.198102, -0.202448, 9.815215], [6.119438, -1.332825, -0.618384], [7.529296, 1.029129, 8.708101], [-7.289009, 3.855674, -2.510366], [-2.770445, -6.388879, 2.678208], [-1.084700, -6.089924, 3.167219], [-1.341991, -8.632835, -2.196925], [0.959476, 0.800873, -1.130652], [-1.157813, 5.635314, -0.600179], [-2.998809, -3.318279, -4.793994], [6.984750, -4.777022, 7.535780], [-4.061633, 2.931690, -7.576168], [-4.495390, 8.075124, -3.227165], [-4.387667, 3.895664, -4.549346], [3.427734, -0.806307, 4.946255], [5.663903, -1.460862, 10.154282], [-1.705376, -2.139220, -4.395391], [-5.376398, 0.336984, -6.651438], [0.329346, -6.189419, -1.105543], [0.086444, 3.253004, -1.513550], [9.281936, 0.802162, 8.841607], [2.160839, -0.753384, 3.692294], [-7.490075, 1.339291, -3.101216], [-0.866796, -10.184294, -1.484035], [-5.668503, 4.547986, -2.623473], [-4.077106, -1.506504, -2.817105], [4.793834, -2.988815, 9.950356], [0.118860, 9.666176, 0.160576], [-3.411767, 7.053496, -4.204612], [6.833400, -3.806417, 6.050614], [-1.941074, -7.520495, 3.767429], [5.972380, 1.996249, 2.949086], [0.102066, 7.995004, -0.422935], [5.103961, 2.301931, 4.462522], [-5.994729, 3.113159, -1.619845], [0.135772, -8.753246, -1.201168], [-2.911211, 0.666759, -2.862679], [-3.503795, 8.796390, -4.512361], [0.771026, -6.384514, 0.615017], [-2.073551, 4.544660, -1.647063], [0.532248, -4.764272, -0.074538], [6.566753, -2.995180, 10.016947], [8.388316, -4.550217, 6.479194], [5.764048, 0.685859, 4.146454], [-3.637977, -0.430416, -4.586036], [-7.133207, -0.188064, -5.019611], [5.617729, 0.363646, -0.507959], [-2.873504, 2.911350, -6.320295], [-1.143140, 5.870877, -2.372425], [-3.897786, -3.222711, -2.749373], [-0.894614, 8.466493, 0.982160], [6.679660, -0.346968, 0.740590], [-4.472168, -1.733024, -5.477374], [2.883430, -2.304266, 4.174864]],
  "forces_ev_per_a": [[0.289, -0.254, 0.270], [-0.314, -0.247, 0.603], [-3.143, -0.040, 4.455], [-3.439, 2.180, -3.157], [-5.633, -3.486, 1.954], [1.445, -3.546, -4.202], [0.633, 0.716, -0.397], [-0.767, 0.004, -0.558], [1.114, -1.604, -2.180], [0.327, 0.156, -0.739], [0.338, -0.379, 0.483], [-1.930, 0.606, 2.346], [-0.535, -0.304, -0.335], [0.953, -2.598, 0.961], [0.193, 0.365, 0.130], [1.785, 1.736, -1.592], [0.023, -0.430, -0.182], [0.303, -0.392, -0.442], [2.272, 2.434, 0.383], [2.524, 0.761, -1.839], [0.571, 2.417, 1.596], [2.102, 0.408, 1.700], [0.229, 0.563, 0.509], [-0.409, 0.618, 0.507], [0.341, 0.220, -0.133], [-0.016, -0.533, 0.510], [-0.425, 0.486, -0.304], [0.354, 0.179, -0.153], [-0.156, -0.209, 0.148], [0.007, -0.061, -1.099], [0.066, -0.199, -0.016], [-0.112, -0.035, -0.031], [0.419, 0.844, -0.031], [0.213, -0.039, -0.399], [0.046, -0.248, 0.201], [-0.014, -0.261, -0.138], [-0.132, -0.487, -0.242], [-0.098, -0.160, -0.228], [0.003, -0.026, 0.041], [-0.280, 0.100, 0.424], [0.761, -0.135, 0.015], [0.171, 0.797, 0.648], [0.021, 0.061, 0.169], [-0.074, 0.075, 0.061], [-0.771, 0.526, -0.226], [0.707, -0.643, 0.543], [0.195, 0.121, 0.442], [-0.213, -0.560, -0.073], [0.067, -0.051, -0.048], [-0.002, 0.082, -0.124], [0.152, 0.236, 0.112], [-0.111, -0.013, -0.090], [0.079, 0.206, 0.343], [-0.238, -0.277, -0.164], [0.285, 0.166, -0.524], [0.048, 0.006, 0.002], [-0.082, -0.053, 0.027], [0.042, 0.014, 0.017], [-0.120, 0.178, 0.011], [-0.010, -0.038, -0.061], [-0.018, 0.028, -0.029], [0.017, -0.038, -0.001], [0.034, -0.493, 0.050], [0.031, -0.041, -0.020], [0.507, -0.306, -0.003], [-0.040, 0.011, -0.013], [-0.075, -0.338, -0.436], [0.025, 0.030, 0.061], [0.197, 0.070, -0.003], [-0.005, 0.005, 0.005], [-0.056, -0.018, 0.030], [0.164, -0.120, 0.061], [-0.158, -0.186, -0.090], [0.079, 0.099, -0.019], [-0.102, 0.259, 0.017], [0.029, -0.055, -0.086], [0.029, 0.015, -0.082], [-0.068, 0.182, 0.193], [-0.069, -0.014, 0.083], [0.166, 0.246, 0.163], [0.067, 0.253, 0.085], [-0.032, 0.003, -0.104], [-0.068, 0.060, -0.057], [-0.019, -0.016, 0.031], [0.008, 0.067, 0.005], [0.005, -0.052, -0.037], [-0.002, 0.079, 0.051], [0.023, 0.038, -0.003], [-0.129, 0.010, -0.044], [0.205, 0.065, 0.154], [-0.002, -0.052, 0.003], [-0.091, -0.139, -0.061], [0.036, 0.032, 0.028], [-0.028, 0.014, -0.002], [-0.207, 0.112, -0.064], [-0.165, 0.050, 0.009], [-0.001, 0.012, -0.042], [0.036, 0.050, 0.013], [-0.044, 0.001, 0.001], [-0.288, 0.219, -0.030], [-0.226, -0.070, 0.135], [0.027, -0.037, -0.025], [0.242, -0.110, 0.074], [-0.050, 0.037, 0.007], [0.068, -0.156, 0.391], [0.034, 0.023, -0.004], [0.026, -0.047, -0.026], [-0.219, 0.287, -0.226], [0.050, -0.020, -0.054]],
  "homo_ev": -8.45,
  "homo_lumo_gap_ev": 7.78,
  "lumo_ev": -0.67,
  "total_energy_ev": -130620.549,
  "smiles": "Cc1cccc(COC(=O)OCCCSC(=S)n2ccnc2)c1.COP(=O)(OC)OC.COP(=O)(OC)OC.COP(=O)(OC)OC.COP(=O)(OC)OC"
}